This record from the Open Molecules 2025 dataset describes a 6-piece molecular cluster, C56H72Cl2I2N2O13S overall at a distorted geometry. The level of theory is wB97M-V/def2-TZVPD.

Calculated values
SMILES: C#CCN1c2cc(COCCOCCOCC)ccc2Sc2c([C@@H](Cl)[C@H](C)Cl)c(N)c(Cc3ccccc3C)c([C@H](I)[C@@H](C)I)c21.O=C1CCCO1.O=C1CCCO1.O=C1CCCO1.O=C1CCCO1.O=C1CCCO1
Maximum force (hartree/bohr): 0.0859
2S+1: 1
DFT total energy (Ha): -5178.32972
E_HOMO (eV): -7.790
Kohn-Sham gap (hartree): 0.2845

Each line ends with the Löwdin charge.
Element x y z (Å)
C -0.14440 2.97365 2.71867  0.104
C 0.17932 1.81961 2.49387  -0.074
C 0.74533 0.37638 2.21075  -0.151
N 0.48096 -0.03632 0.78094  -0.084
C 1.37623 0.79782 -0.02534  -0.191
C 0.78520 2.00535 -0.71703  0.086
C 1.69698 2.90712 -1.51795  -0.131
C 1.03514 4.19709 -2.18984  -0.151
O 0.43909 4.95025 -1.08880  -0.191
C -1.02060 4.93732 -1.21744  -0.160
C -1.68577 5.19774 0.22102  -0.144
O -2.42673 4.06272 0.70600  -0.174
C -3.74510 4.43739 1.13867  -0.169
C -4.28655 3.50487 2.31068  -0.203
O -3.36153 3.38704 3.40536  -0.189
C -4.02225 2.56345 4.40455  -0.262
C -2.99324 1.60005 5.15046  -0.080
C 3.15928 2.67758 -1.68940  -0.022
C 3.74391 1.46665 -0.99665  -0.072
C 2.85002 0.59034 -0.20127  -0.384
S 3.57266 -0.85653 0.69243  0.934
C 2.16755 -2.05468 0.63054  -0.314
C 2.46491 -3.51958 0.55367  -0.153
C 3.95386 -4.08558 0.52006  -0.642
Cl 4.86728 -3.49910 -0.94486  0.601
C 4.70239 -3.86586 1.91444  -0.657
C 6.04973 -3.04159 1.83388  -0.191
Cl 5.15103 -5.51357 2.64485  0.579
C 1.25772 -4.44414 0.48596  -0.164
N 1.49086 -5.88337 0.42921  0.062
C -0.16109 -3.90736 0.47509  -0.072
C -1.29538 -4.98720 0.35237  -0.112
C -2.23684 -4.82134 -0.90639  -0.175
C -3.72644 -4.94141 -0.66627  -0.047
C -4.74229 -4.84221 -1.76404  -0.079
C -4.21487 -4.61524 -3.15205  -0.089
C -2.73864 -4.46981 -3.40499  -0.070
C -1.73990 -4.57622 -2.29124  -0.231
C -0.21557 -4.45866 -2.63808  -0.056
C -0.41881 -2.41076 0.57221  -0.117
C -1.91914 -1.93304 0.55245  -0.639
I -2.34555 -1.21229 -1.49224  0.916
C -2.29010 -0.85626 1.68086  -0.718
C -2.52950 0.61972 1.15989  -0.276
I -4.21183 -1.48711 2.57346  0.781
C 0.76812 -1.46794 0.66329  -0.149
H -0.35475 3.92565 3.27103  0.062
H 0.34784 -0.38440 2.95490  0.126
H 1.86418 0.44466 2.43066  0.111
H -0.31367 2.26413 -0.65792  0.104
H 0.28167 3.94387 -2.98816  0.128
H 1.88635 4.85450 -2.56773  0.125
H -1.41137 3.97873 -1.67219  0.114
H -1.28697 5.78422 -1.92059  0.098
H -0.82650 5.48055 0.90282  0.128
H -2.33704 6.11316 0.10050  0.110
H -3.83324 5.50961 1.48888  0.130
H -4.45716 4.28857 0.26580  0.125
H -4.51736 2.48733 1.85072  0.112
H -5.23150 4.00026 2.72336  0.138
H -4.55262 3.22132 5.16335  0.123
H -4.80316 1.89231 3.91810  0.105
H -2.17329 2.16903 5.67687  0.079
H -2.58862 0.85454 4.40529  0.041
H -3.58997 1.00093 5.91098  0.081
H 3.83306 3.37560 -2.27400  0.106
H 4.85545 1.29865 -1.09981  0.102
H 3.84405 -5.21005 0.39309  0.065
H 3.94235 -3.38847 2.61320  0.113
H 6.77451 -3.40096 1.05099  0.066
H 6.57252 -3.19140 2.83818  0.074
H 5.88123 -1.91761 1.76434  0.050
H 1.67348 -6.21019 -0.52618  0.067
H 2.20149 -6.18886 1.09589  0.070
H -1.96686 -4.88405 1.27140  0.121
H -0.92912 -6.05180 0.35193  0.117
H -4.13513 -5.12038 0.37588  0.102
H -5.84913 -4.95679 -1.57810  0.092
H -4.97993 -4.56497 -3.98731  0.090
H -2.42397 -4.28917 -4.46741  0.098
H -0.02861 -4.98235 -3.63030  0.060
H 0.13240 -3.38218 -2.79379  0.091
H 0.47676 -4.94128 -1.89663  0.049
H -2.64611 -2.79461 0.69198  0.006
H -1.55560 -0.90260 2.54660  0.063
H -1.74079 1.00620 0.45763  0.027
H -3.55507 0.67236 0.68776  0.037
H -2.54787 1.34672 2.04029  0.056
O 1.30271 -7.05527 -2.66248  0.101
C 1.31181 -7.57182 -3.74712  -0.460
O 2.33778 -8.32751 -4.21585  0.041
C 2.07750 -8.69803 -5.57635  -0.159
C 0.57759 -8.58344 -5.73987  -0.161
C 0.23369 -7.44821 -4.79492  -0.087
H 2.62122 -8.01381 -6.23382  0.128
H 2.43220 -9.71363 -5.75345  0.128
H 0.26903 -8.40616 -6.77075  0.119
H 0.09593 -9.50386 -5.39795  0.123
H 0.31912 -6.47355 -5.28042  0.126
H -0.75555 -7.57387 -4.35656  0.133
O -1.93720 8.74028 -0.07322  0.108
C -1.09437 9.13494 -0.83411  -0.472
O -1.15023 10.33544 -1.46897  0.030
C -0.05016 10.44458 -2.38224  -0.160
C 0.98915 9.47059 -1.87161  -0.157
C 0.13630 8.37545 -1.26016  -0.080
H -0.40318 10.18828 -3.38491  0.129
H 0.31909 11.47070 -2.38972  0.125
H 1.66679 9.11693 -2.64951  0.119
H 1.59121 9.94555 -1.09134  0.120
H -0.14771 7.62103 -1.99645  0.117
H 0.62713 7.91228 -0.40556  0.131
O 3.78727 -11.75635 0.16811  0.118
C 4.13409 -10.84153 0.86242  -0.483
O 4.57137 -9.64675 0.38131  0.030
C 5.00817 -8.82258 1.47114  -0.186
C 4.30422 -9.37202 2.69297  -0.169
C 4.19758 -10.85024 2.36980  -0.081
H 6.09665 -8.89666 1.55002  0.130
H 4.73815 -7.78435 1.27763  0.060
H 4.83182 -9.16260 3.62430  0.118
H 3.30209 -8.93986 2.76931  0.119
H 5.08594 -11.40164 2.68519  0.133
H 3.29896 -11.29228 2.79715  0.127
O 3.38174 4.88168 5.13345  0.125
C 2.46300 5.65099 5.16042  -0.480
O 1.15566 5.27617 5.08820  0.009
C 0.32628 6.44543 5.03620  -0.168
C 1.16414 7.55618 5.63157  -0.164
C 2.57043 7.15398 5.23045  -0.081
H 0.06111 6.63858 3.99239  0.125
H -0.58711 6.27189 5.60619  0.128
H 0.87430 8.54809 5.28284  0.118
H 1.07590 7.54350 6.72171  0.121
H 2.83826 7.53763 4.24367  0.133
H 3.30452 7.45990 5.97408  0.127
O -2.25438 6.95272 -4.35695  0.118
C -3.04156 6.06393 -4.17390  -0.472
O -2.80019 4.99464 -3.36916  -0.023
C -3.89565 4.07183 -3.45891  -0.148
C -5.06977 4.89437 -3.94428  -0.157
C -4.39838 5.93619 -4.81898  -0.075
H -3.62535 3.27754 -4.16031  0.133
H -4.08325 3.62918 -2.47964  0.125
H -5.82357 4.30285 -4.46488  0.120
H -5.55432 5.38565 -3.09560  0.122
H -4.27249 5.58674 -5.84604  0.135
H -4.93286 6.88460 -4.79852  0.130

Forces on atoms 1 to 2 (eV/Å):
C 0.4 -0.6 1.2
C 0.5 -0.7 -0.2